# 1
{
  "formula": "C11H12OS2",
  "method": "the ωB97M-V functional and the def2-TZVPD basis",
  "lumo_energy_ev": 0.4,
  "e_tot_ha": -1297.90337,
  "de_lowest_kj_mol": 232.6,
  "homo_ev": -8.6,
  "homo_lumo_gap_ev": 9.039,
  "smiles": "C[C@H]1CS[C@](C=O)(c2ccccc2)S1",
  "species": ["C", "C", "C", "S", "C", "C", "O", "C", "C", "C", "C", "C", "C", "S", "H", "H", "H", "H", "H", "H", "H", "H", "H", "H", "H", "H"],
  "coordinates": [[0.1158, -2.8786, -2.3447], [-0.2947, -2.6077, -0.8356], [0.9230, -2.5073, 0.0460], [1.7061, -0.8799, -0.2247], [0.2465, 0.2203, -0.5843], [0.6532, 0.9028, -1.8759], [0.6171, 0.4003, -2.9298], [-0.1666, 1.1900, 0.5292], [-0.9573, 2.3565, 0.2934], [-1.0056, 3.3060, 1.2730], [-0.6847, 3.0274, 2.5934], [-0.2351, 1.7276, 2.8912], [0.1077, 0.8767, 1.8667], [-1.2549, -0.9266, -0.7108], [0.9473, -2.2131, -2.7097], [-0.7397, -2.5798, -3.0294], [0.4951, -3.8864, -2.4862], [-1.0557, -3.2196, -0.5477], [0.8212, -2.6509, 1.1261], [1.6748, -3.2751, -0.2529], [0.9433, 1.8777, -1.6315], [-1.3591, 2.3041, -0.7817], [-1.5252, 4.2400, 1.1032], [-0.7803, 3.7656, 3.4408], [0.0971, 1.4853, 3.9395], [0.7108, -0.0552, 1.8423]],
  "forces_ev_per_angstrom": [[-0.4, 1.7, -0.1], [1.5, 3.3, -2.8], [0.7, -0.3, 0.3], [0.1, 0.3, 0.0], [-1.4, -1.5, 1.1], [-1.1, -0.8, 2.3], [0.1, -0.8, -2.6], [-0.7, 0.8, 1.0], [1.6, -2.8, -2.8], [-1.8, 1.2, 0.6], [0.4, -0.7, 1.1], [1.3, 0.7, 1.6], [0.9, -0.9, -2.1], [1.8, -0.8, -0.2], [-0.7, -0.4, 0.8], [0.9, -0.9, 0.8], [-0.4, -0.3, 0.0], [-1.8, -2.2, 1.1], [-0.7, 0.1, -0.2], [-0.4, 0.6, -0.1], [1.0, 2.3, -0.3], [0.3, 1.3, 1.7], [0.1, 0.1, -0.3], [0.0, -0.8, -1.3], [-0.7, 0.2, -1.2], [-0.5, 0.6, 1.4]],
  "nbo_charge": [-0.6428, -0.2669, -0.5404, 0.2272, -0.3783, 0.4203, -0.4778, -0.0504, -0.2087, -0.2301, -0.2047, -0.2091, -0.2126, 0.1808, 0.2372, 0.2339, 0.2082, 0.2195, 0.2300, 0.2410, 0.1158, 0.2190, 0.2187, 0.2250, 0.2181, 0.2269]
}

***

# 2
{
  "formula": "C11H12OS2",
  "method": "the ωB97M-V functional and the def2-TZVPD basis",
  "lumo_energy_ev": 0.6,
  "e_tot_ha": -1297.88298,
  "de_lowest_kj_mol": 286.2,
  "homo_ev": -8.6,
  "homo_lumo_gap_ev": 9.280,
  "smiles": "C[C@@]12O[C@]1(c1ccccc1)SCCS2",
  "species": ["C", "C", "O", "C", "C", "C", "C", "C", "C", "C", "S", "C", "C", "S", "H", "H", "H", "H", "H", "H", "H", "H", "H", "H", "H", "H"],
  "coordinates": [[0.7067, -2.3108, 0.3250], [0.7976, -1.2202, -0.7448], [-0.3552, -1.0414, -1.4871], [0.1589, 0.1281, -0.5138], [-0.8583, 0.2788, 0.5675], [-0.4298, 0.9689, 1.7420], [-1.3958, 1.1616, 2.7531], [-2.7024, 0.7503, 2.4660], [-3.1525, 0.1829, 1.2996], [-2.1409, -0.0876, 0.3811], [0.6613, 1.6474, -1.1747], [2.3725, 1.2284, -1.7696], [2.2600, 0.0812, -2.6576], [2.3457, -1.4039, -1.7139], [-0.1919, -2.2416, 0.7776], [1.5490, -2.1023, 0.8740], [0.8925, -3.1985, -0.2309], [0.5805, 1.3371, 1.9772], [-1.4166, 1.6650, 3.6458], [-3.4581, 1.1310, 3.0490], [-4.2108, 0.0501, 1.0388], [-2.3031, -0.5739, -0.5770], [2.9605, 1.0977, -0.8871], [2.6715, 2.1147, -2.4151], [1.4648, 0.2304, -3.4394], [3.1939, 0.1267, -3.2858]],
  "forces_ev_per_angstrom": [[2.0, 1.3, -3.7], [-0.3, 0.2, 0.1], [0.5, 1.7, 0.2], [-0.8, -2.8, -1.0], [2.7, 1.7, 1.6], [-1.0, -0.1, 1.6], [-0.9, -1.8, -3.6], [0.0, 0.3, -1.0], [1.0, -0.1, -0.6], [-1.5, -0.9, -1.3], [0.7, 0.5, -0.3], [-1.8, 3.0, -0.5], [1.5, -0.2, -2.7], [-0.8, -0.9, 0.3], [-2.7, -0.1, 1.7], [1.7, 0.0, 2.2], [-0.3, -1.2, -0.1], [-0.4, -0.3, -0.8], [1.4, 1.3, 2.0], [-1.5, 0.5, 2.0], [0.6, -0.1, 0.4], [-0.4, 0.1, 0.2], [0.7, -0.1, 0.2], [-0.2, -0.7, 1.2], [0.3, -0.6, 1.1], [-0.6, -0.6, 0.5]],
  "nbo_charge": [-0.6277, 0.1388, -0.5483, 0.0046, -0.1001, -0.1880, -0.2067, -0.2041, -0.2037, -0.1919, 0.2898, -0.5048, -0.5999, 0.2240, 0.2274, 0.2156, 0.2224, 0.2268, 0.2154, 0.1961, 0.2236, 0.2394, 0.2320, 0.2325, 0.2478, 0.2392]
}

***

# 3
{
  "formula": "C11H13AsBF4N4O3S4Tc",
  "method": "the ωB97M-V functional and the def2-TZVPD basis",
  "lumo_energy_ev": -9.4,
  "charge": 2,
  "e_tot_ha": -5204.83636,
  "de_lowest_kj_mol": 60.0,
  "homo_ev": -14.4,
  "homo_lumo_gap_ev": 5.043,
  "species": ["Tc", "O", "N", "N", "O", "C", "C", "C", "C", "C", "C", "H", "H", "H", "H", "H", "S", "As", "S", "S", "S", "F", "B", "F", "F", "F", "N", "C", "N", "C", "C", "O", "C", "C", "H", "H", "H", "H", "H", "H", "H", "H"],
  "coordinates": [[0.9486, 0.1157, -1.7992], [-0.1622, 1.7103, -1.7187], [-1.4309, 1.5502, -1.9531], [-1.7704, 0.3463, -2.0437], [-0.8513, -0.6200, -1.8470], [-3.1335, -0.0492, -2.2900], [-3.4610, -1.3919, -2.1845], [-4.7770, -1.7594, -2.4155], [-5.7251, -0.8016, -2.7424], [-5.3671, 0.5368, -2.8435], [-4.0599, 0.9325, -2.6187], [-2.7170, -2.1286, -1.9261], [-5.0615, -2.7995, -2.3390], [-6.7496, -1.0982, -2.9202], [-6.1079, 1.2796, -3.1041], [-3.7717, 1.9697, -2.6991], [3.4255, -3.3820, -2.3518], [3.6862, -4.2176, -0.4495], [0.3809, -3.6860, -1.0141], [1.3366, -2.4330, -2.2524], [1.7555, -3.8263, 0.5493], [2.6204, 3.1501, -3.0376], [3.4296, 2.5157, -2.2321], [2.2707, 0.0983, -3.0909], [4.7224, 2.4795, -2.3961], [2.8953, 1.8481, -1.1892], [1.2233, 0.0339, 0.1432], [1.5555, 0.1506, 1.2542], [1.9620, 0.3487, 2.4526], [2.3124, 1.7095, 2.9341], [1.5042, 1.9934, 4.1912], [1.7128, 0.9777, 5.1485], [1.2542, -0.2736, 4.6971], [2.0461, -0.7179, 3.4723], [2.1080, 2.4248, 2.1400], [3.3810, 1.7049, 3.1539], [0.4374, 2.0787, 3.9491], [1.8364, 2.9292, 4.6361], [0.1837, -0.2288, 4.4577], [1.4010, -0.9848, 5.5079], [1.6557, -1.6416, 3.0482], [3.1007, -0.8441, 3.7235]],
  "forces_ev_per_angstrom": [[-0.3, -0.4, 0.3], [0.2, 0.2, 0.0], [-0.1, -0.1, 0.0], [0.1, 0.1, 0.0], [0.1, 0.2, -0.2], [-0.1, 0.0, 0.0], [-0.1, 0.1, 0.0], [0.0, 0.0, 0.0], [0.0, 0.0, 0.0], [0.0, 0.0, 0.0], [0.0, -0.1, 0.0], [0.0, 0.0, 0.0], [0.0, 0.0, 0.0], [0.0, 0.0, 0.0], [0.0, 0.0, 0.0], [0.0, 0.0, 0.0], [-0.9, 0.0, 0.1], [-0.3, 0.2, 0.0], [0.7, -0.2, 0.0], [0.8, 0.1, 0.1], [0.0, 0.0, -0.2], [0.0, 0.0, 0.1], [0.0, 0.0, -0.2], [0.0, 0.0, -0.3], [0.0, 0.0, 0.0], [0.0, 0.0, 0.0], [0.0, -0.2, 0.2], [0.1, 0.1, -0.1], [-0.1, 0.0, 0.0], [0.0, 0.0, 0.0], [0.0, 0.1, 0.0], [0.0, 0.0, 0.0], [0.0, -0.1, 0.0], [0.0, 0.0, 0.0], [0.0, 0.0, 0.0], [0.0, 0.0, 0.0], [0.0, 0.0, 0.0], [0.0, 0.0, 0.0], [0.0, 0.0, 0.0], [0.0, 0.0, 0.0], [0.0, 0.0, 0.0], [0.0, 0.0, 0.0]],
  "mulliken_charge": [1.0185, -0.3459, -0.1856, 0.9544, -0.5267, 0.7360, -0.4383, -0.5023, -0.5344, -0.5387, -0.4465, 0.3694, 0.3858, 0.4065, 0.4036, 0.4720, 0.0215, 0.5991, 0.1124, 0.2861, -0.0209, -0.1987, 0.5112, -0.7018, -0.1696, -0.1120, -0.2718, 0.5038, -0.0327, -0.4877, -0.5904, -0.3505, -0.6440, -0.3683, 0.3964, 0.2736, 0.3427, 0.3625, 0.3522, 0.3729, 0.3081, 0.2783]
}

***

# 4
{
  "formula": "C11H13BClNPm",
  "method": "the ωB97M-V functional and the def2-TZVPD basis",
  "lumo_energy_ev": [2.7, 2.7],
  "multiplicity": 5,
  "charge": -1,
  "e_tot_ha": -1575.27159,
  "homo_ev": [-4.5, -4.5],
  "homo_lumo_gap_ev": [7.247, 7.285],
  "species": ["C", "C", "C", "H", "C", "C", "H", "H", "H", "H", "Pm", "Cl", "C", "C", "C", "H", "C", "C", "H", "H", "H", "H", "B", "C", "N", "H", "H", "H"],
  "coordinates": [[2.3431, -1.3037, 1.1935], [2.8595, -0.1216, 0.5640], [2.6222, -0.2303, -0.8335], [3.3326, 0.7240, 1.0718], [1.9543, -1.4591, -1.0871], [1.7834, -2.1355, 0.1652], [1.2538, -3.0738, 0.3163], [2.3021, -1.4875, 2.2681], [2.9441, 0.4852, -1.5878], [1.6454, -1.8272, -2.0597], [0.2033, -0.0991, 0.5187], [0.0711, 1.1138, 2.6958], [-1.5380, 2.1783, -1.0151], [-1.1258, 1.3894, -2.1368], [0.2685, 1.6153, -2.3386], [-1.7618, 0.7245, -2.7189], [0.7216, 2.5309, -1.3474], [-0.3906, 2.8787, -0.5209], [-0.3687, 3.5484, 0.3466], [-2.5493, 2.2229, -0.5913], [0.8802, 1.1517, -3.1058], [1.7418, 2.8986, -1.2253], [-3.5783, -2.0855, 2.2544], [-2.5065, -1.6827, 1.2631], [-1.6843, -1.4228, 0.4658], [-4.1336, -1.0609, 2.6119], [-2.9849, -2.6185, 3.1846], [-4.3053, -2.8537, 1.6484]],
  "forces_ev_per_angstrom": [[0.3, -0.2, -0.6], [0.0, -0.7, -0.1], [0.2, -0.5, 0.4], [-0.3, -0.4, -0.2], [0.3, 0.0, 0.8], [0.5, 0.5, 0.0], [0.2, 0.2, 0.0], [0.1, 0.0, -0.4], [-0.3, -0.2, 0.3], [0.0, 0.1, 0.2], [-0.8, 2.9, -2.6], [0.1, 0.3, 1.0], [0.5, -0.2, 0.2], [0.4, 0.2, 0.7], [-0.4, -0.1, 0.6], [0.2, 0.2, 0.1], [-0.4, -0.4, 0.3], [-0.2, -0.6, -0.2], [0.0, -0.3, -0.5], [0.5, 0.0, -0.2], [-0.1, 0.1, 0.1], [-0.3, -0.1, -0.1], [-0.7, -0.2, 0.9], [1.6, 0.4, -1.7], [-1.4, -0.8, 1.0], [0.0, -0.2, 0.0], [-0.2, 0.0, -0.2], [0.0, 0.1, 0.2]],
  "nbo_charge": [-0.3965, -0.3551, -0.2967, 0.2405, -0.3471, -0.3786, 0.2395, 0.2458, 0.2356, 0.2326, 1.6853, -0.5738, -0.3674, -0.3519, -0.3558, 0.2096, -0.3637, -0.3501, 0.2193, 0.2160, 0.2005, 0.2046, -0.6057, 0.4587, -0.7054, 0.0238, 0.0184, 0.0176]
}

***

- Which formula does entry 3 have?
  C11H13AsBF4N4O3S4Tc

***

Please write out number 2 again, unchanged.
{
  "formula": "C11H12OS2",
  "method": "the ωB97M-V functional and the def2-TZVPD basis",
  "lumo_energy_ev": 0.6,
  "e_tot_ha": -1297.88298,
  "de_lowest_kj_mol": 286.2,
  "homo_ev": -8.6,
  "homo_lumo_gap_ev": 9.280,
  "smiles": "C[C@@]12O[C@]1(c1ccccc1)SCCS2",
  "species": ["C", "C", "O", "C", "C", "C", "C", "C", "C", "C", "S", "C", "C", "S", "H", "H", "H", "H", "H", "H", "H", "H", "H", "H", "H", "H"],
  "coordinates": [[0.7067, -2.3108, 0.3250], [0.7976, -1.2202, -0.7448], [-0.3552, -1.0414, -1.4871], [0.1589, 0.1281, -0.5138], [-0.8583, 0.2788, 0.5675], [-0.4298, 0.9689, 1.7420], [-1.3958, 1.1616, 2.7531], [-2.7024, 0.7503, 2.4660], [-3.1525, 0.1829, 1.2996], [-2.1409, -0.0876, 0.3811], [0.6613, 1.6474, -1.1747], [2.3725, 1.2284, -1.7696], [2.2600, 0.0812, -2.6576], [2.3457, -1.4039, -1.7139], [-0.1919, -2.2416, 0.7776], [1.5490, -2.1023, 0.8740], [0.8925, -3.1985, -0.2309], [0.5805, 1.3371, 1.9772], [-1.4166, 1.6650, 3.6458], [-3.4581, 1.1310, 3.0490], [-4.2108, 0.0501, 1.0388], [-2.3031, -0.5739, -0.5770], [2.9605, 1.0977, -0.8871], [2.6715, 2.1147, -2.4151], [1.4648, 0.2304, -3.4394], [3.1939, 0.1267, -3.2858]],
  "forces_ev_per_angstrom": [[2.0, 1.3, -3.7], [-0.3, 0.2, 0.1], [0.5, 1.7, 0.2], [-0.8, -2.8, -1.0], [2.7, 1.7, 1.6], [-1.0, -0.1, 1.6], [-0.9, -1.8, -3.6], [0.0, 0.3, -1.0], [1.0, -0.1, -0.6], [-1.5, -0.9, -1.3], [0.7, 0.5, -0.3], [-1.8, 3.0, -0.5], [1.5, -0.2, -2.7], [-0.8, -0.9, 0.3], [-2.7, -0.1, 1.7], [1.7, 0.0, 2.2], [-0.3, -1.2, -0.1], [-0.4, -0.3, -0.8], [1.4, 1.3, 2.0], [-1.5, 0.5, 2.0], [0.6, -0.1, 0.4], [-0.4, 0.1, 0.2], [0.7, -0.1, 0.2], [-0.2, -0.7, 1.2], [0.3, -0.6, 1.1], [-0.6, -0.6, 0.5]],
  "nbo_charge": [-0.6277, 0.1388, -0.5483, 0.0046, -0.1001, -0.1880, -0.2067, -0.2041, -0.2037, -0.1919, 0.2898, -0.5048, -0.5999, 0.2240, 0.2274, 0.2156, 0.2224, 0.2268, 0.2154, 0.1961, 0.2236, 0.2394, 0.2320, 0.2325, 0.2478, 0.2392]
}